Entry 1:
Here is a 2-piece molecular cluster, C34H36BClO4S overall at a distorted geometry from the OMol25 dataset. Energies are from ωB97M-V with the def2-TZVPD basis set.

Results
Net charge = 0
E_HOMO = -6.05 eV
Energy relative to the best compared isomer or geometry (same formula, charge and spin) = 178.57 kJ/mol
Frontier orbital gap = 2.612 eV
Spin multiplicity = 1
LUMO = -3.4 eV

XYZ file:
```
77
Properties=species:S:1:pos:R:3:forces:R:3
Cl 7.4650 4.1362 2.1405 0.8 0.2 0.1
S -0.2827 4.8808 2.5866 0.6 0.5 -0.9
O 1.3410 1.8224 0.5803 -0.6 -1.7 0.0
O 1.0556 2.2820 2.9353 -0.3 -1.4 0.1
O -5.0639 -5.3627 1.1423 0.9 1.4 -0.6
O 1.8975 -4.5018 -5.9807 -1.0 1.0 0.6
C -4.2236 -4.7213 0.2850 -0.1 0.1 0.6
C 2.0791 -0.2441 1.5051 -0.1 -0.2 0.1
C -3.9478 -3.3731 0.6351 0.2 -0.4 -0.7
C 0.1237 4.5992 0.0574 -0.1 0.6 1.0
C -1.2134 1.6574 2.4538 -0.4 -0.1 -0.2
C 5.2222 3.5502 0.7451 -0.2 0.1 0.2
C -1.4616 -2.4539 -2.0001 -0.6 -1.0 -0.4
C 0.8749 0.6531 1.2204 0.1 0.3 0.7
C 0.7095 -2.7343 -5.0250 -0.2 -0.7 0.6
C -0.5028 5.8896 0.2371 -0.3 0.0 0.7
C 3.8479 3.2800 0.6415 1.1 0.3 0.1
C -4.7373 -3.0612 1.8671 -0.1 0.4 0.4
C 4.9684 3.8353 3.1419 -0.2 0.0 -0.5
C -3.0853 -2.6110 -0.1335 -0.3 -0.3 0.3
C 3.5936 3.5643 3.0190 1.2 0.3 0.1
C -3.6661 -5.3058 -0.8625 -0.3 0.0 0.3
C 2.2726 -3.2833 -6.7414 0.1 -0.3 0.0
C 3.0567 3.2711 1.7773 -2.0 -0.3 -0.2
C 1.0116 -4.1218 -5.0202 0.6 0.4 0.0
C -0.7715 6.1993 1.5588 0.5 -1.0 -1.1
C 0.4174 3.9929 1.2549 0.3 0.4 -0.1
C -0.6016 -3.0207 -2.9891 0.6 -0.2 0.0
C -2.8474 -4.5287 -1.6468 0.6 0.1 0.1
C 0.2721 0.2104 3.7850 0.0 -0.2 -0.2
C -0.1804 -4.3990 -2.9749 -0.7 0.2 -0.1
C 1.4419 -2.1188 -6.1741 0.0 0.4 -0.4
C -1.1538 7.4947 2.1607 -0.1 0.3 0.2
C 0.5395 -4.9674 -4.0037 0.2 0.1 -0.4
C 5.7825 3.8363 1.9981 -1.8 -0.5 0.0
C -5.4414 -4.3886 2.1971 -0.1 -0.3 0.0
C -2.4432 -3.1924 -1.2779 -0.1 -0.1 0.0
C 0.2233 1.1881 2.6164 0.5 -0.3 -0.3
C -0.0842 -2.1873 -4.0325 0.2 -0.3 -0.2
C -0.0989 -0.0443 0.2944 -0.4 -0.3 0.0
B 1.4599 2.7814 1.6419 0.9 3.0 -0.2
H 2.0781 -3.4709 -7.8041 0.0 -0.1 0.4
H -4.0903 -2.7512 2.6941 -0.1 0.1 -0.2
H -1.9414 7.3857 2.9121 0.0 0.1 0.0
H 0.7732 -6.0269 -4.0461 0.1 0.2 0.3
H -0.3430 -1.1268 -4.0583 0.1 -0.3 0.1
H 2.9542 3.5887 3.9068 0.2 -0.1 -0.3
H -0.4393 -0.9832 0.7491 -0.1 0.0 0.0
H 0.7437 -1.7416 -6.9308 0.2 0.0 0.2
H 2.7075 0.1786 2.3027 -0.2 -0.1 -0.3
H -5.4707 -2.2674 1.6814 0.2 -0.1 0.1
H 1.2947 -0.0961 4.0203 -0.2 0.0 0.0
H 3.3505 -3.1248 -6.6109 -0.3 -0.2 0.1
H -2.4706 -4.9663 -2.5696 -0.2 0.2 0.2
H 0.3752 4.1733 -0.9098 0.2 0.1 0.2
H 2.6936 -0.3243 0.6006 -0.2 0.0 0.1
H -6.5353 -4.2971 2.1999 0.4 -0.2 -0.2
H 0.4019 -0.2794 -0.6519 0.1 0.0 0.1
H -0.2629 7.9037 2.6568 -0.3 0.2 0.0
H 5.8543 3.5297 -0.1347 0.1 0.1 0.0
H -2.8774 -1.5734 0.1416 0.1 -0.3 -0.1
H -1.3264 2.3763 1.6337 0.0 -0.3 0.2
H -0.9713 0.5846 0.0815 0.2 0.0 0.0
H -0.1577 0.7025 4.6636 0.1 -0.1 -0.1
H -1.4118 -1.3760 -1.8424 0.0 -0.2 0.0
H -1.5278 2.1472 3.3832 0.1 0.0 -0.2
H -1.4905 8.2050 1.4042 0.0 0.0 0.0
H -0.6892 6.5905 -0.5756 -0.1 -0.1 0.1
H 2.0867 -1.2945 -5.8535 -0.2 -0.1 -0.1
H -3.9054 -6.3364 -1.1049 0.0 0.2 -0.1
H 1.7248 -1.2394 1.7977 0.3 0.0 0.1
H -5.1260 -4.8034 3.1619 0.0 0.0 -0.4
H -0.4487 -5.0302 -2.1269 0.1 0.3 -0.2
H 3.3993 3.0806 -0.3356 0.2 0.0 0.3
H 5.4057 4.0382 4.1097 0.1 0.1 0.0
H -0.3353 -0.6707 3.5493 0.1 -0.1 0.1
H -1.8707 0.7925 2.2894 -0.1 0.1 0.0
```
Positions in Å, forces in eV/Å.

Entry 2:
Here is C60H65CsFGeO6P3 as an isolated structure at a distorted geometry from the OMol25 dataset. Energies are from ωB97M-V with the def2-TZVPD basis set.

Results
Net charge = -2
E_HOMO (alpha / beta) = 1.16 / 1.17 eV
Energy relative to the best compared isomer or geometry (same formula, charge and spin) = 197.42 kJ/mol
Frontier orbital gap (alpha / beta) = 1.301 / 1.287 eV
Spin multiplicity = 1
LUMO (alpha / beta) = 2.5 / 2.5 eV

XYZ file:
```
137
Properties=species:S:1:pos:R:3:forces:R:3
Cs 12.9104 11.6094 14.0047 0.4 2.6 0.4
Ge 11.1801 13.8315 19.0890 0.0 0.7 1.0
P 9.1866 10.9875 17.3738 1.7 -1.0 2.5
P 14.4607 11.6974 18.0704 -0.9 3.0 -1.7
P 10.8179 16.0837 16.0314 -1.1 0.8 -1.3
F 10.8324 14.7106 20.6428 0.2 0.1 -0.4
O 14.4269 8.2887 12.4624 -0.3 -0.1 -0.9
O 21.1086 14.6792 12.2144 -2.2 -0.4 4.5
O 12.5389 9.1621 14.1947 -0.3 -2.7 1.1
O 10.2627 12.4634 9.6328 2.1 0.7 1.6
O 18.6047 8.0519 12.3821 1.1 -1.3 0.6
O 12.0539 10.6069 11.5153 0.1 -0.2 -1.0
C 7.8040 8.3207 20.4903 2.0 -0.2 -1.1
C 8.9407 9.5600 18.6727 0.2 1.5 0.9
C 10.8242 19.2915 13.1057 0.6 0.9 -2.1
C 15.9974 7.4904 17.2229 -0.7 0.6 0.8
C 16.8354 8.5957 17.0778 -0.2 -0.6 -0.3
C 7.0706 11.5880 15.7563 1.4 0.7 1.2
C 8.6695 7.2207 20.2915 -0.2 0.3 -1.0
C 14.5387 11.5664 8.7056 0.2 -0.4 0.5
C 15.2357 11.2153 11.0627 0.8 -0.4 -0.7
C 6.0670 11.2680 14.8290 -2.2 4.0 3.3
C 7.8552 10.5922 16.2889 -0.8 0.2 -1.4
C 12.8147 11.8106 22.3127 -1.1 1.3 0.6
C 9.1982 16.7901 16.7002 -0.1 0.0 0.8
C 15.7429 11.5283 9.7065 -0.3 -0.4 -0.5
C 16.7026 12.0893 19.6546 0.6 0.0 0.1
C 14.0591 10.8636 20.4870 0.4 -2.4 3.9
C 7.0802 14.1942 19.9193 -0.6 1.7 0.2
C 12.2422 15.4670 18.4128 0.7 -0.7 -0.4
C 15.0455 10.0537 17.7227 -0.4 -0.2 0.4
C 8.0189 18.1874 18.2817 -1.6 0.0 -0.1
C 7.1159 9.0964 14.5461 -1.8 2.8 -0.6
C 6.1161 10.1643 14.1397 3.4 -5.2 -1.3
C 6.4425 13.0440 19.5182 0.0 -0.9 -0.7
C 7.8074 9.3185 15.7330 1.0 -2.4 -0.7
C 6.8153 17.3326 16.3596 0.1 0.3 0.5
C 13.7115 17.7778 18.6309 0.4 1.3 1.9
C 8.4133 14.3865 19.5945 1.0 -0.8 0.0
C 16.3475 12.9523 9.9266 0.4 0.2 -0.4
C 12.1863 12.3854 20.0492 -1.0 0.5 0.4
C 16.3215 9.8787 17.1991 0.4 0.0 0.5
C 8.5016 12.3219 18.3659 -0.5 0.6 1.2
C 7.1280 12.1629 18.6923 0.5 0.3 0.5
C 13.3037 15.6382 19.3786 0.7 -1.1 0.7
C 17.6089 14.1968 18.0375 1.4 1.0 0.1
C 9.6547 7.3041 19.2898 -0.1 0.4 0.7
C 16.8125 10.4415 9.2353 0.2 0.7 1.0
C 13.9638 16.8724 19.6218 -0.8 0.3 -1.3
C 9.2357 13.3691 18.9697 -1.8 1.2 -0.9
C 12.2566 19.2353 12.8093 -4.9 0.4 1.7
C 14.6807 7.7038 17.6551 -0.1 -0.8 -0.4
C 9.1766 17.5182 17.9158 -0.2 0.2 -0.8
C 14.2069 8.9569 17.9423 -0.4 0.2 -0.3
C 17.9042 12.7495 19.9479 0.6 0.5 0.7
C 12.8826 18.4020 13.6646 4.1 0.9 -2.4
C 10.2523 18.3412 13.9433 1.3 -0.8 2.2
C 11.0946 17.4659 14.7462 1.7 -0.7 -1.5
C 12.5174 17.3870 14.4471 -3.3 -1.7 3.3
C 11.8533 12.3818 21.4250 1.1 -0.4 -2.2
C 8.1654 9.5480 19.8768 -0.9 -1.5 -1.0
C 13.2147 11.4191 19.5148 1.8 4.6 3.1
C 15.9376 12.5826 18.5986 0.5 -0.2 0.6
C 15.2678 11.1498 12.2872 -0.3 -0.2 0.7
C 16.3739 13.7041 17.8454 -3.6 -1.9 -1.0
C 7.9850 16.6983 15.9551 1.1 -0.5 0.1
C 12.9342 17.5996 17.3639 1.4 0.1 2.0
C 12.1027 16.3420 17.3547 -1.8 0.7 0.4
C 9.7357 8.4607 18.4675 1.7 -2.1 0.8
C 18.3823 13.7853 19.1365 -0.6 0.7 0.8
C 6.7996 18.0728 17.5476 1.1 0.1 0.1
C 13.9206 11.1333 21.8747 0.6 0.7 -1.2
H 12.4286 10.4216 10.6337 0.2 0.2 0.6
H 7.2080 8.2894 13.8248 0.2 -0.3 0.7
H 6.4490 15.0158 20.3888 1.2 -1.1 -0.5
H 17.3176 10.6757 8.2701 -0.6 0.0 0.4
H 13.9592 6.8947 17.7638 0.4 -0.2 0.0
H 13.9575 18.8256 18.8712 0.3 -0.4 -0.4
H 16.3574 11.2190 20.2553 0.5 0.9 -0.6
H 6.6462 11.2701 18.3248 -0.3 0.1 0.0
H 13.7162 12.1120 9.2028 0.4 0.1 -0.6
H 14.0953 7.7416 11.7290 0.2 0.2 0.5
H 12.7707 19.7513 12.0362 0.2 0.8 -0.3
H 5.8942 18.6056 17.8747 0.5 -0.3 -0.2
H 5.4064 12.8484 19.7710 0.1 0.0 0.0
H 20.1548 14.8842 12.5301 1.7 -0.1 -1.7
H 7.4489 12.5938 16.0998 -1.8 -0.7 -0.5
H 16.3171 6.4729 17.0895 0.4 -0.1 -0.1
H 16.6935 13.4574 8.9899 -0.2 -0.5 0.5
H 10.4161 6.5032 19.2247 -0.6 0.6 -0.2
H 12.8590 10.8197 18.8517 -3.4 -4.5 -3.4
H 10.0757 17.6612 18.5328 -0.3 -0.3 -0.4
H 15.5976 13.6077 10.4155 0.4 -0.4 -0.4
H 9.4279 12.9331 9.5911 0.1 0.4 0.3
H 15.5533 14.0241 17.1029 2.0 0.0 0.8
H 14.6014 9.9505 20.2366 0.4 0.5 -0.1
H 10.1762 20.1156 12.6489 0.7 -1.5 0.3
H 7.4568 5.5166 27.0316 0.0 0.0 -0.1
H 21.3249 14.3871 13.1880 0.4 0.5 -2.8
H 10.9083 12.9439 10.2850 -2.1 -1.1 -1.9
H 19.1191 7.2660 12.7164 -0.9 1.2 -0.6
H 11.7958 8.7544 14.6760 0.6 0.0 -0.2
H 17.9723 14.9450 17.3475 0.1 0.3 0.2
H 17.6210 10.4278 10.0141 -0.7 -0.1 -0.6
H 17.8867 8.4231 16.8891 0.0 0.2 -0.4
H 14.4372 9.2072 12.0786 0.5 -0.4 0.5
H 7.7718 10.3810 20.4109 -0.5 1.0 -0.6
H 5.6681 10.1402 13.1603 -0.9 -0.7 0.2
H 16.9310 10.7595 16.9804 -0.1 -0.4 0.2
H 13.9413 18.4974 13.5385 1.3 -0.2 -0.3
H 8.0085 18.8220 19.1674 0.1 -0.2 -0.1
H 6.8939 8.1997 21.0542 0.3 0.4 0.8
H 12.7506 12.1785 23.3353 0.0 -0.5 0.0
H 13.3255 8.5670 14.2928 -0.9 0.5 -0.6
H 10.6838 8.5077 17.8930 -1.1 0.1 -0.4
H 13.1466 9.0502 18.2543 0.9 0.0 -0.1
H 14.5525 17.1178 20.5356 -0.5 -0.4 -0.9
H 10.9591 12.9033 21.8021 0.8 -0.2 -0.3
H 17.2036 12.8676 10.6334 -0.5 0.0 -0.5
H 7.9615 16.0835 15.0389 0.2 0.4 0.4
H 5.9339 17.2852 15.7198 0.1 -0.1 0.2
H 19.1565 14.4988 19.5171 -0.2 -1.2 -0.7
H 11.1168 10.6456 11.3387 -0.7 0.0 -0.1
H 18.4570 12.5448 20.8855 -0.4 -0.1 -0.7
H 13.6812 17.5174 16.6049 0.4 -0.2 -1.2
H 9.1961 18.2668 14.0995 -0.6 0.5 0.1
H 8.9095 15.3044 19.8667 -0.1 0.0 0.2
H 8.5985 6.3391 20.9238 -0.2 0.1 -0.2
H 16.3584 9.4255 9.2102 0.2 0.7 -0.1
H 13.7313 14.7688 19.9007 -0.8 0.1 0.0
H 14.7227 11.0758 22.6157 -0.1 -1.0 -0.4
H 8.5042 8.5489 16.2149 -1.2 0.8 -1.0
H 18.7871 8.7287 13.0435 -0.2 0.1 -0.1
H 14.8395 11.9863 7.7414 -0.2 0.3 0.1
H 5.0560 11.7696 15.0048 1.6 0.4 -1.4
H 14.1326 10.5520 8.4868 0.4 0.4 0.3
H 12.6143 18.6470 17.2551 -1.4 -0.8 -0.8
```
Positions in Å, forces in eV/Å.

Entry 3:
Here is C57H51F4N2P2Pd as an isolated structure at a distorted geometry from the OMol25 dataset. Energies are from ωB97M-V with the def2-TZVPD basis set.

Results
Net charge = +1
E_HOMO = -8.81 eV
Energy relative to the best compared isomer or geometry (same formula, charge and spin) = 0.00 kJ/mol
Frontier orbital gap = 3.457 eV
Spin multiplicity = 1
LUMO = -5.4 eV

XYZ file:
```
117
Properties=species:S:1:pos:R:3:forces:R:3
Pd 0.5170 -0.5514 -0.0360 -1.2 1.3 0.7
P 2.4744 -0.3926 -1.1177 0.9 -1.5 -1.2
P -0.4741 -2.5724 -0.2569 0.7 -1.4 -0.9
F -2.2780 -0.7095 4.9225 -0.1 -0.1 -1.2
F -1.7356 0.4802 -5.6828 0.0 1.0 0.5
F -5.2045 0.6506 1.4278 0.9 0.0 0.6
F 0.7222 4.4525 -4.8616 -0.8 -0.7 0.4
N -2.0067 3.3711 3.3264 0.1 0.5 0.8
N -2.2961 5.3476 4.9198 0.1 -0.3 -0.3
C -1.3654 0.1258 2.8858 -0.4 -0.2 0.2
C 2.0945 -4.8464 -2.4806 -0.1 0.0 0.1
C -1.0785 -3.0756 1.3827 0.1 0.4 0.3
C -1.5670 2.1573 -1.2044 0.3 -0.3 0.2
C -4.2383 -2.3022 -2.9161 0.2 0.0 0.2
C 1.7013 -6.0517 -0.4282 0.0 0.0 0.0
C -3.9453 0.5221 1.9749 -0.1 0.2 0.0
C -3.7760 -0.2131 3.1417 0.0 0.0 -0.1
C 0.7600 -5.0992 -0.0369 0.0 0.3 -0.2
C -0.6037 -3.2635 3.7523 0.2 -0.1 -0.1
C -1.5685 0.8534 1.6930 -0.3 -0.3 0.2
C 3.0206 2.0214 -2.4832 0.0 -0.1 0.1
C 2.8088 -1.8140 -5.4806 0.1 0.0 0.2
C -2.4671 -0.2904 3.6196 0.2 0.4 0.5
C -2.8674 4.1098 5.5349 0.3 1.3 0.0
C 2.3808 -5.9258 -1.6409 -0.2 0.2 0.1
C -2.8306 4.4423 2.6899 0.5 -1.2 -0.2
C 4.5224 -2.8811 1.3745 0.1 -0.1 -0.2
C 1.1768 -3.8741 -2.0874 0.1 0.1 0.2
C -0.1640 3.4947 -4.4216 0.1 0.3 -0.2
C 0.5339 -3.9658 -0.8406 0.2 -0.5 -0.1
C 2.5637 -0.9658 -2.8273 -0.1 -0.2 -0.5
C -0.1856 -2.9577 2.4595 -0.2 0.2 0.2
C 3.8452 -1.2177 -0.2511 0.1 -0.3 0.2
C -1.3861 2.4535 -2.6222 0.3 0.6 -1.0
C 3.7428 -1.5855 -3.2637 -0.3 0.1 -0.1
C -0.5653 3.5045 -3.0912 0.1 -0.4 0.0
C -3.2155 -3.1859 -3.2656 0.1 0.0 0.1
C -0.5236 2.0853 -0.3187 -0.6 -0.1 -0.3
C 1.6338 -1.1895 -5.0499 -0.1 0.1 0.1
C -1.8991 -3.7237 3.9809 0.0 0.1 -0.2
C -0.8364 5.1073 4.6469 -1.2 0.8 0.7
C 5.1754 -0.7586 -0.3298 -0.2 -0.1 0.3
C -2.9492 -1.5849 -0.9951 0.1 0.0 0.0
C -2.7798 -3.8654 2.9099 0.0 -0.1 -0.1
C -1.9334 1.5418 -3.5640 0.5 0.0 0.3
C 6.1580 -1.3479 0.4716 -0.2 0.0 -0.2
C 3.6321 4.0513 -1.3138 0.0 -0.2 0.0
C -1.9245 -2.4822 -1.3396 -0.2 0.3 -0.3
C -2.0606 -3.2831 -2.4886 0.0 0.1 0.2
C 3.0110 1.3293 -1.2600 -0.6 0.3 0.4
C -0.4113 1.2404 0.8713 0.2 0.9 0.3
C 3.3449 3.3760 -2.5026 0.0 -0.1 0.0
C 3.8673 -1.9935 -4.5884 -0.1 0.0 0.0
C 3.3463 1.9932 -0.0712 -0.1 0.4 -0.1
C -2.8962 1.1741 1.3426 -0.2 -0.4 -0.3
C -2.6814 2.9384 4.6016 0.5 -0.6 -1.4
C -2.3808 -3.5533 1.6100 0.2 0.2 -0.1
C 3.5471 -2.3385 0.5362 0.1 0.3 0.2
C 1.5001 -0.7583 -3.7275 0.4 -0.2 0.0
C -1.4384 1.5459 -4.8590 -0.2 -0.2 -0.1
C 5.8279 -2.3832 1.3509 -0.2 0.1 -0.1
C -3.0154 5.6131 3.6271 0.5 0.3 1.4
C -0.5975 2.5447 -5.3463 0.1 -0.1 0.2
C -4.1026 -1.5062 -1.7744 0.0 -0.1 0.0
C 3.6522 3.3546 -0.1025 0.0 -0.2 0.1
C -0.6689 3.9298 3.7154 -0.8 -1.0 -0.8
H 3.3696 1.4395 0.8702 0.0 0.2 -0.2
H 0.9701 -3.0242 -2.7442 0.1 -0.3 0.2
H -1.2822 -4.0016 -2.7454 -0.3 0.2 0.0
H -0.3275 2.5961 -6.3967 0.1 -0.1 0.2
H 3.8542 5.1189 -1.3387 0.0 -0.3 0.0
H -3.8039 3.9917 2.4472 0.3 0.0 -0.2
H -2.5961 6.5322 3.1985 -0.3 -0.1 0.2
H -2.6517 0.7916 -3.2289 0.4 0.0 -0.2
H -3.0724 -3.6843 0.7751 0.2 0.1 0.3
H -0.3655 4.9052 5.6192 0.0 0.3 -0.2
H -3.6455 2.4878 4.3267 0.3 -0.1 0.0
H 7.1819 -0.9817 0.4130 -0.2 -0.1 0.0
H -0.3561 -0.0960 3.2369 -0.3 0.2 0.0
H 1.9063 -6.8957 0.2287 -0.1 0.1 -0.2
H -0.1428 4.2185 2.7945 0.0 -0.2 0.2
H 0.4985 1.4430 1.4650 -0.4 0.3 0.0
H 2.5414 -2.7686 0.5020 0.3 0.2 0.2
H 3.3726 3.9010 -3.4576 -0.1 -0.1 0.3
H -0.2438 4.2896 -2.4073 0.1 -0.3 -0.2
H -4.0776 5.7485 3.8744 0.3 0.2 -0.1
H 0.0827 -3.1237 4.5855 -0.1 -0.1 -0.2
H -2.8409 -0.9593 -0.1032 -0.1 -0.1 -0.3
H -2.3416 3.9329 6.4807 -0.2 0.2 0.0
H 3.9123 3.8650 0.8244 -0.1 -0.1 -0.3
H -4.6058 -0.6821 3.6556 0.1 0.2 0.0
H -2.0312 2.1785 5.0615 -0.3 0.0 -0.2
H -0.1302 3.1223 4.2323 0.0 0.1 -0.4
H -2.2226 -3.9591 4.9959 0.1 0.1 -0.3
H -3.9331 4.2825 5.7234 0.2 0.1 0.2
H -5.1456 -2.2454 -3.5201 0.3 0.0 0.2
H 4.2560 -3.6948 2.0476 0.1 0.1 -0.2
H -3.1371 1.9197 0.5877 0.1 -0.4 0.3
H -4.9059 -0.8352 -1.4729 0.2 -0.1 -0.1
H 0.8164 -1.0313 -5.7533 0.2 0.0 0.2
H -2.5010 1.6480 -1.0060 0.3 -0.2 0.0
H 2.9080 -2.1608 -6.5107 -0.1 0.2 0.3
H 4.8015 -2.4554 -4.9055 -0.3 0.1 0.0
H -3.7966 -4.2123 3.0869 0.2 0.0 -0.1
H 4.5603 -1.7428 -2.5621 -0.2 0.0 -0.3
H 0.3872 2.6439 -0.5524 0.0 -0.3 -0.3
H 0.1984 -5.2258 0.8893 0.3 0.0 -0.2
H -0.4266 6.0242 4.2059 0.0 -0.1 0.3
H 3.1243 -6.6683 -1.9348 -0.2 0.2 0.1
H -2.3105 4.7522 1.7720 -0.2 -0.2 0.1
H 2.8045 1.4963 -3.4148 0.0 0.2 0.3
H -3.3191 -3.8229 -4.1430 0.0 0.2 0.2
H 0.8252 -2.5787 2.2918 -0.2 -0.1 0.0
H 0.5800 -0.2729 -3.3904 0.2 -0.1 -0.1
H 5.4393 0.0543 -1.0110 -0.1 -0.2 0.3
H 6.5881 -2.8063 2.0107 -0.2 0.1 -0.2
H 2.5916 -4.7563 -3.4446 -0.1 0.0 0.2
```
Positions in Å, forces in eV/Å.

energy relative to the best compared isomer or geometry (same formula, charge and spin) of number 3 (C57H51F4N2P2Pd)?
0.00 kJ/mol

What is the formula in the third record?
C57H51F4N2P2Pd